# 1
ORCA calculation (the ωB97M-V functional and the def2-TZVPD basis) on C25H57B2Br4F8N5O8Sr as an isolated structure at a distorted geometry.

Kohn-Sham gap (Eh): 0.3613
Multiplicity: 1
LUMO level (eV): 0.3
Electronic energy (eV): -354797.2886

Last column: Löwdin charge in e.
Element x y z (Å)
Sr1 8.790668 -13.059821 18.796879  1.64
B1 7.507106 -9.685069 18.681286  -1.44
F1 7.869179 -8.517619 18.041849  0.14
F2 6.941603 -10.608544 17.864753  0.11
F3 8.599297 -10.190178 19.397536  0.09
F4 6.620222 -9.295678 19.668277  0.12
B2 10.286069 -15.895533 18.683732  -1.21
F5 10.212819 -16.818340 17.666940  0.16
F6 10.633233 -14.560048 18.145243  -0.05
F7 8.961379 -15.737335 19.198521  0.04
F8 11.115306 -16.273206 19.742852  0.13
C1 7.675617 -15.931316 15.515363  0.04
C2 6.862384 -15.024634 16.370038  -0.50
O1 7.390938 -14.075166 16.985687  -0.11
N1 5.549798 -15.311505 16.512468  0.04
C3 4.742406 -14.525432 17.422200  -0.04
H1 7.129265 -16.692845 15.021443  0.07
H2 8.514557 -16.207676 16.156787  0.09
H3 8.260939 -15.311867 14.832413  0.10
H4 5.145290 -16.158689 16.131573  0.15
H5 4.464003 -13.616486 16.895071  0.07
H6 5.293237 -14.276564 18.281312  0.06
H7 3.874884 -15.060190 17.672118  0.08
C4 10.916499 -9.747420 16.741781  0.04
C5 10.037630 -10.878101 16.312293  -0.50
O2 9.869449 -11.811103 17.123494  -0.17
N2 9.325752 -10.775534 15.210610  0.06
C6 8.182434 -11.603699 14.894315  -0.04
H8 10.691495 -9.379700 17.796474  0.13
H9 10.807848 -8.921428 16.110602  0.04
H10 11.927318 -10.047280 16.664628  0.07
H11 9.583314 -9.937292 14.733753  0.11
H12 7.810146 -11.357944 13.856291  0.11
H13 7.360667 -11.309229 15.591730  0.09
H14 8.403541 -12.651194 14.924263  0.06
C7 10.970556 -14.696910 22.439019  0.03
C8 11.269908 -13.529866 21.491125  -0.52
O3 10.376815 -13.087934 20.810680  -0.06
N3 12.501831 -12.957433 21.519257  0.04
C9 12.815924 -11.961511 20.553334  -0.06
H15 10.356220 -14.400823 23.276423  0.07
H16 11.853291 -15.092918 22.990640  0.06
H17 10.405904 -15.491531 21.882224  0.10
H18 13.243935 -13.639667 21.687200  0.12
H19 12.254840 -11.028455 20.578143  0.09
H20 12.875668 -12.551263 19.585035  0.08
H21 13.853103 -11.656006 20.691807  0.10
C10 7.026359 -14.097537 22.112204  0.03
C11 6.469927 -12.966326 21.346806  -0.52
O4 6.843213 -12.740972 20.205739  -0.11
N4 5.441533 -12.227603 21.901463  0.02
C12 4.778093 -11.201687 21.153831  -0.08
H22 6.201112 -14.806320 22.218182  0.10
H23 7.157601 -13.732673 23.141197  0.10
H24 7.874371 -14.599774 21.636720  0.08
H25 5.250174 -12.382734 22.873101  0.10
H26 5.179708 -11.218635 20.166362  0.05
H27 4.946369 -10.124732 21.466393  0.10
H28 3.740413 -11.453047 21.197286  0.09
C13 9.544093 -5.778312 15.714470  0.01
C14 8.879379 -6.791179 14.863580  -0.55
O5 9.479993 -7.704080 14.331927  0.03
N5 7.497975 -6.689401 14.758899  0.02
C15 6.820225 -7.938644 14.420520  -0.08
H29 10.232757 -5.207984 15.086455  0.10
H30 10.080413 -6.423424 16.447676  0.10
H31 8.826553 -5.219390 16.299089  0.08
H32 7.030495 -6.216839 15.515901  0.12
H33 7.080430 -8.816609 15.023053  0.07
H34 7.098529 -8.215877 13.410536  0.08
H35 5.770085 -7.763061 14.479907  0.07
C16 13.826574 -14.909417 24.673831  -0.11
O6 14.138579 -15.240469 23.332410  -0.21
C17 15.526035 -15.093778 23.105599  -0.20
C18 15.828031 -15.625922 21.695201  -0.18
O7 14.986299 -14.970928 20.792438  -0.11
C19 14.800547 -15.708453 19.653789  -0.23
C20 13.766653 -15.083194 18.802156  -0.14
O8 14.256892 -13.739841 18.398932  -0.21
C21 13.492797 -13.159363 17.340767  -0.10
H36 14.016742 -13.860888 24.877834  0.09
H37 14.420281 -15.517161 25.384000  0.10
H38 12.729514 -15.024540 24.845093  0.09
H39 16.083097 -15.588747 23.879860  0.12
H40 15.849355 -14.100323 23.213601  0.11
H41 15.732790 -16.781733 21.693844  0.16
H42 16.886341 -15.495823 21.578051  0.12
H43 14.538091 -16.717136 19.937527  0.13
H44 15.717892 -15.691259 19.076971  0.13
H45 12.819251 -15.015451 19.350296  0.10
H46 13.618768 -15.648519 17.860134  0.14
H47 12.620284 -12.705805 17.764255  0.05
H48 13.280755 -13.939263 16.604388  0.09
H49 14.117783 -12.459092 16.757437  0.10
Br1 6.777769 -10.218931 24.361596  0.60
C22 7.929441 -9.863072 22.795866  -0.64
C23 9.396282 -9.917647 23.040488  -0.68
Br2 10.105015 -8.402148 24.028378  0.62
H50 7.550663 -8.891580 22.501534  0.06
H51 7.641199 -10.532023 22.062239  0.01
H52 9.895175 -9.878955 22.102816  0.04
H53 9.774997 -10.808132 23.578603  0.07
Br3 3.940406 -10.451334 17.283435  0.66
C24 3.776498 -8.582690 17.932518  -0.64
C25 3.557897 -8.650873 19.414547  -0.66
Br4 3.673183 -6.779905 20.062482  0.61
H54 2.888723 -8.234718 17.410651  0.05
H55 4.634089 -7.979014 17.688119  0.05
H56 4.357618 -9.141687 19.878381  -0.03
H57 2.546023 -8.877166 19.763154  0.06

Atomic forces in eV per Å
Sr 0.1174 0.2882 -0.0312
B 0.1336 1.4216 1.3049
F 0.5689 0.4662 -1.2298
F 0.0504 -1.2094 -0.9936
F 1.1901 -1.1701 -0.0405
F -1.5483 0.1610 1.0131
B -0.4398 0.1903 0.1260
F 0.4910 0.0706 -0.1512
F 0.1278 -1.1886 0.4410
F -0.2076 0.5781 0.2223
F -0.1006 0.2660 -0.6544
C 1.3646 1.6319 0.5662
C -0.0927 0.1732 0.6326
O -0.6951 -0.7123 -0.5840
N 0.4571 -0.1547 0.1758
C 0.2389 0.5643 -1.7083
H -0.2108 -0.8494 -0.3181
H -0.2861 -0.9739 0.1739
H -0.5065 0.0820 -0.5072
H 0.4444 0.3307 -0.0533
H -0.1797 0.2906 0.2670
H 0.7051 0.3592 1.1656
H -1.1698 -0.7361 0.3716
C -0.5207 0.1757 1.2864
C -0.8622 -0.5064 2.5056
O 0.2895 -0.0808 -0.7536
N 0.9241 0.2108 -0.2679
C -1.3916 1.4939 -0.8909
H 0.0859 -0.9698 -1.3176
H -0.2282 1.3805 -1.1045
H 1.2234 -0.4385 0.2283
H -0.6902 0.5068 -0.9558
H 0.6212 -0.1756 1.0471
H 0.5295 -0.6894 -0.3731
H 0.1689 -0.4685 0.3236
C 0.6704 -0.8749 -0.0823
C 1.0553 -0.9034 1.9218
O -1.7630 0.9505 -1.3548
N -0.6786 -1.3420 1.1623
C 1.6108 -0.5916 -2.0494
H -0.6087 0.6833 -0.0338
H -0.3840 0.0358 -1.1578
H 0.8006 0.6964 0.4744
H -0.0653 0.3089 0.3465
H -0.5932 -0.5276 -0.1030
H -0.5467 1.6724 0.7495
H 0.0744 -0.0677 0.2587
C -0.8084 -0.2235 1.2717
C -1.5261 1.0131 0.1657
O 0.1189 0.2155 -0.7153
N 2.2046 -1.2366 -0.2377
C 0.1941 1.2960 0.6201
H 0.0998 -0.2718 -0.1300
H 0.6820 -0.3567 -0.1602
H -0.0873 0.4482 0.2928
H -0.1448 0.1389 0.1641
H -0.0469 -0.2449 -0.8417
H -0.0233 -1.4173 0.3781
H -0.8784 0.3051 -0.3663
C 0.6193 -0.8758 0.6554
C -1.5555 -0.1738 0.0440
O 0.2994 -0.2341 -0.3055
N 0.5953 -1.0909 0.4760
C 0.5312 -0.1766 -0.6343
H -0.0587 0.1706 0.4839
H 0.1068 0.7270 -0.4559
H 0.0375 0.5918 -0.1875
H 0.2736 0.3279 0.0320
H 0.1120 0.4316 0.4230
H -0.1862 0.0567 -0.2964
H -0.7817 -0.0023 -0.0660
C -0.7261 -0.1335 0.2264
O -0.0117 0.1718 0.6141
C -0.7784 -1.3645 -1.1037
C -0.3979 -1.5309 2.0535
O 0.4459 0.5974 1.6778
C 0.4350 -0.1284 -1.3300
C -0.4346 1.6623 -1.2119
O -0.1047 -1.1468 0.2128
C 1.3075 -0.9278 -0.3954
H 0.3192 0.3795 0.0072
H -0.3993 0.1135 -0.2283
H 0.9118 -0.3268 -0.1519
H 0.4276 -0.9331 0.2698
H 0.0966 1.9104 -0.2035
H -0.4735 1.6680 -0.1460
H 0.7925 0.5448 -0.8215
H -0.2566 -0.5794 -0.2520
H 0.5284 -0.4047 -0.2529
H 0.1779 0.1837 -0.3059
H -0.0570 -0.0249 0.5911
H -0.7871 0.3399 -0.3723
H -0.6263 -0.0195 0.0817
H -0.1486 0.0821 0.7735
Br 0.4064 -0.1698 -0.0252
C -0.4128 1.4448 1.5614
C 0.4746 -0.4568 1.0220
Br -0.1266 0.0709 0.1137
H 0.4225 0.1791 -0.2111
H -0.5176 -1.5297 -1.4251
H 0.3280 0.0228 -0.9130
H -0.5789 0.4126 -0.2967
Br -0.0203 0.4748 0.0019
C -1.1141 -0.7779 -0.1193
C -1.0210 1.8425 -0.2580
Br 0.1255 -0.0023 0.0269
H 0.1514 0.2325 0.0323
H 0.4644 -0.2746 -0.1995
H 0.7641 -0.7072 0.7015
H 0.4624 -0.6714 -0.4018

---

# 2
ORCA calculation (the ωB97M-V functional and the def2-TZVPD basis) on C8H18AuCl2O3P as an isolated structure at a distorted geometry.

Kohn-Sham gap (spin up / spin down) (Eh): 0.3266 / 0.1754
Multiplicity: 3
LUMO level (spin up / spin down) (eV): -7.7 / -11.9
Total charge: +2
Electronic energy (eV): -52735.6045
⟨S²⟩: 2.013

Last column: Mulliken spin population.
Element x y z (Å)
C1 3.592959 0.532830 1.550899  0.00
C2 2.341808 -0.162132 1.303320  0.00
H1 4.494130 -0.069626 1.299060  0.00
H2 3.453848 0.605905 2.623778  0.00
H3 3.698710 1.577802 1.191264  0.00
O1 2.065125 -0.940704 0.454511  0.00
Cl1 1.029076 0.445501 2.346157  0.00
Au1 -1.028605 0.186935 -2.206473  0.28
P1 0.497922 2.069302 -1.704457  0.41
C3 0.685107 2.141333 -3.511656  0.00
C4 -0.801623 3.293267 -1.336448  0.03
H4 1.855840 3.262751 -0.030849  0.00
H5 2.209118 3.868430 -1.677171  0.02
H6 2.899625 2.313304 -1.122776  0.00
C5 2.001800 2.955485 -1.083018  0.06
H7 -0.818158 3.406186 -0.237474  0.00
H8 -0.643594 4.280509 -1.793536  0.02
H9 0.913149 3.127644 -3.922055  0.01
H10 -0.252952 1.750790 -3.941201  0.01
H11 -1.778088 2.892695 -1.644336  0.00
H12 1.480424 1.434575 -3.781903  0.00
C6 -0.003978 -1.507717 -2.557763  0.09
O2 0.067691 -2.546001 -3.076955  -0.01
Cl2 -3.041516 -0.317173 -1.066499  0.12
C7 -2.092785 -4.142231 1.753704  0.01
C8 -1.623618 -2.805938 1.225371  0.07
O3 -1.392058 -1.935740 2.345433  0.68
H13 -1.308479 -4.596643 2.352155  0.01
H14 -2.351597 -4.800378 0.941729  0.00
H15 -2.952954 -4.019274 2.397311  0.01
H16 -0.692877 -2.876508 0.630252  0.08
H17 -2.402235 -2.351500 0.583387  0.11
H18 -1.072521 -1.076988 2.003241  -0.01

Atomic forces in eV per Å
C 1.3570 0.1031 1.2461
C -0.6988 0.1783 -2.2807
H -0.7933 0.4049 0.0261
H 1.2584 0.4473 0.5507
H -0.4679 -0.7498 -0.0390
O -0.1474 -0.5381 0.0244
Cl -0.7124 0.1074 0.4270
Au -0.7347 -0.3003 1.8261
P 0.2932 2.7561 -1.2871
C 0.1507 -0.9018 -0.0772
C -0.5279 -0.5398 0.8587
H -0.0591 -0.2151 -0.4715
H -0.5331 -0.5756 -0.0351
H -0.3897 0.2575 -0.0732
C 0.6285 -0.8405 0.9030
H -0.1590 0.0584 -0.4162
H 0.2590 -0.3855 -0.0652
H -0.1266 0.0242 0.2162
H 0.2164 0.3482 -0.3132
H 0.1434 0.2902 0.0735
H -0.1051 0.2282 -0.1418
C 0.9171 -4.9772 -3.2964
O -0.1157 4.3605 2.5734
Cl 0.3249 0.3516 -0.2340
C 0.3071 0.5241 -0.0380
C 0.0966 -1.1140 2.6444
O -0.4865 -0.8443 -1.8714
H 0.1874 -0.1480 0.0272
H -0.0562 -0.2231 -0.3305
H -0.3080 0.0690 0.1075
H -0.0051 0.5217 -0.1787
H -0.0996 0.8280 -0.4658
H 0.3864 0.4944 0.1111

---

# 3
ORCA calculation (the ωB97M-V functional and the def2-TZVPD basis) on C6H10BrN3O2Si in the gas phase at a distorted geometry.

Kohn-Sham gap (Eh): 0.3241
Multiplicity: 1
SMILES: C[Si](C)(C)n1cnc(Br)c1[N+](=O)[O-]
LUMO level (eV): -0.6
Electronic energy (eV): -92867.1490
ΔE to the lowest compared entry with this formula, charge and spin (kcal/mol): 0.0

Last column: Löwdin charge in e.
Element x y z (Å)
C1 1.022371 0.257531 2.184812  -0.20
Si1 -0.230455 -0.290375 0.969452  0.52
C2 -0.038691 -2.132281 0.697574  -0.14
C3 -1.891838 0.588746 1.218120  -0.15
N1 0.571743 0.516948 -0.448832  0.00
C4 1.695595 1.210692 -0.599207  -0.17
N2 1.974416 1.548148 -1.865015  0.07
C5 0.944875 1.030489 -2.617320  -0.72
Br1 0.777760 1.263943 -4.418951  0.86
C6 0.039944 0.350707 -1.785581  -0.21
N3 -1.102478 -0.334794 -2.104484  -0.35
O1 -1.363164 -0.552894 -3.280247  0.05
O2 -1.722738 -0.679462 -1.119423  0.00
H1 2.018281 -0.180656 2.167763  0.04
H2 1.215227 1.407325 2.233899  0.09
H3 0.506368 -0.148993 3.062228  0.03
H4 -0.520245 -2.826218 1.371852  0.03
H5 -0.360267 -2.417667 -0.388390  0.07
H6 1.044464 -2.176387 0.764488  0.02
H7 -1.919004 1.272650 2.059373  0.03
H8 -2.311864 1.093327 0.418032  0.00
H9 -2.749889 -0.069639 1.377618  0.04
H10 2.399588 1.268861 0.102237  0.08

Atomic forces in eV per Å
C 0.2878 1.6104 1.0237
Si -0.4555 0.7945 -1.0594
C -0.5709 0.2733 -2.1599
C 0.1265 -1.2556 1.9213
N -2.3150 -1.3022 -2.3387
C -1.9753 -0.7805 -4.0739
N -1.0251 -0.3904 -0.4309
C 0.0061 -0.2137 2.1647
Br 0.2808 0.2553 -0.6756
C 3.7816 2.4038 0.5346
N 0.4753 0.1102 -0.8089
O -0.4199 -0.0984 0.8343
O -1.6939 -1.0162 0.2547
H -0.1025 -0.3492 -0.2418
H -0.8446 -2.0096 0.2177
H 0.4849 0.6045 0.7519
H 0.0009 -0.0102 0.2956
H 0.6499 0.4719 2.0601
H 0.2419 -0.6349 0.0229
H 0.3126 0.1381 0.2935
H 0.0551 1.3403 -2.0282
H 0.3555 -0.6493 0.4125
H 2.3437 0.7078 3.0297